{
  "formula": "C18H23F3N2",
  "method": "ωB97M-V/def2-TZVPD",
  "smiles": "FC(F)(F)c1cccc(N2CCN(C[C@H]3CC=CCC3)CC2)c1",
  "lumo_energy_ev": 0.697,
  "homo_lumo_gap_ev": 8.54,
  "e_homo_ev": -7.8,
  "fmax_ha_per_bohr": 0.0110,
  "species": ["H", "C", "H", "H", "H", "H", "H", "H", "C", "H", "N", "F", "H", "H", "C", "H", "C", "H", "C", "H", "H", "C", "H", "H", "N", "C", "C", "C", "F", "C", "C", "H", "C", "H", "H", "H", "C", "H", "H", "C", "C", "H", "C", "C", "F", "C"],
  "xyz": [[-1.756, 4.084, 2.963], [-0.213, -0.863, -0.811], [-0.590, -0.084, -0.128], [-0.493, -2.016, 1.349], [0.777, -2.130, -3.176], [3.369, 0.372, 0.746], [-0.276, -3.542, -1.559], [-1.899, -2.128, -0.377], [-0.948, -2.904, -2.133], [0.202, -0.360, -1.686], [0.839, -1.669, -0.212], [0.851, 4.970, 0.315], [-1.831, -3.487, -2.403], [2.873, -1.852, 0.026], [-0.553, 0.925, 2.729], [2.368, -1.607, 2.304], [-2.394, -0.869, -2.048], [2.378, -0.903, -1.378], [0.471, 4.894, 1.607], [-2.298, 1.758, 3.614], [0.881, -3.129, 1.278], [-1.398, -1.727, -1.265], [-0.181, -3.259, -4.117], [0.875, -1.208, 3.147], [1.495, 0.139, 1.676], [0.635, 1.148, 2.013], [0.579, -2.081, 1.160], [-1.390, 1.967, 3.069], [1.521, 5.353, 2.320], [0.938, 2.474, 1.668], [0.076, 3.503, 2.004], [-2.412, 0.224, -3.953], [-0.969, -1.286, -4.044], [-0.661, -1.034, -5.050], [-0.839, -0.075, 3.011], [-2.568, 0.075, -1.524], [-1.917, -0.590, -3.440], [1.855, 2.712, 1.154], [-3.359, -1.385, -2.105], [-0.249, -2.432, -3.405], [2.162, -1.099, -0.326], [1.980, 1.048, -0.133], [2.315, 0.212, 0.482], [-1.097, 3.271, 2.708], [-0.507, 5.797, 1.762], [1.356, -1.209, 2.170]],
  "forces_ev_per_a": [[-0.05, 0.07, 0.01], [-0.26, -0.20, 0.03], [0.04, 0.03, -0.08], [-0.02, -0.03, 0.01], [0.10, -0.04, -0.04], [0.00, 0.07, -0.14], [-0.06, -0.07, -0.03], [0.01, 0.04, -0.02], [0.07, 0.04, 0.07], [0.04, 0.07, -0.03], [0.05, 0.13, -0.08], [0.00, -0.19, -0.11], [-0.03, -0.06, 0.00], [0.08, 0.06, -0.06], [0.10, -0.14, -0.04], [-0.09, -0.03, 0.07], [0.06, -0.13, 0.21], [0.08, -0.03, 0.03], [0.20, 0.41, -0.12], [-0.08, -0.04, 0.05], [-0.10, 0.02, 0.15], [0.00, 0.05, -0.03], [0.09, 0.02, 0.02], [0.09, -0.04, 0.00], [0.18, -0.29, -0.06], [-0.20, 0.49, 0.19], [0.12, -0.16, 0.11], [-0.01, 0.14, 0.00], [0.07, -0.14, 0.14], [-0.13, -0.04, 0.01], [-0.15, -0.04, 0.02], [0.02, 0.08, -0.17], [0.22, -0.06, -0.18], [-0.05, 0.13, -0.12], [-0.01, -0.12, 0.00], [-0.07, 0.00, 0.02], [-0.23, 0.14, 0.02], [0.10, -0.02, -0.04], [-0.04, 0.07, 0.07], [-0.13, -0.10, 0.16], [0.06, 0.06, 0.06], [0.03, -0.01, 0.05], [0.16, -0.05, -0.12], [0.13, 0.11, -0.08], [-0.26, -0.08, 0.12], [-0.14, -0.09, -0.08]]
}